[1]
{
  "formula": "C29H46P2SeV",
  "method": "ωB97M-V/def2-TZVPD",
  "charge": 1,
  "de_lowest_ev": 6.742,
  "spin_multiplicity": 3,
  "e_homo_ha": [-0.3253, -0.3098],
  "orbital_gap_ev": [5.30, 4.50],
  "elements": ["Se", "V", "P", "P", "C", "C", "C", "C", "C", "C", "C", "C", "C", "C", "C", "C", "C", "C", "C", "C", "C", "C", "C", "C", "C", "C", "C", "C", "C", "C", "C", "C", "C", "H", "H", "H", "H", "H", "H", "H", "H", "H", "H", "H", "H", "H", "H", "H", "H", "H", "H", "H", "H", "H", "H", "H", "H", "H", "H", "H", "H", "H", "H", "H", "H", "H", "H", "H", "H", "H", "H", "H", "H", "H", "H", "H", "H", "H", "H"],
  "positions_angstrom": [[2.55905, 0.59987, 0.60578], [0.37333, -0.66488, 0.85298], [-0.42725, 1.70382, -6.02358], [1.81386, -0.23091, -5.86279], [-2.65645, -0.26072, 1.51630], [1.40660, 0.29618, -3.94377], [3.53407, -0.20568, -6.43301], [2.65463, 2.10963, 1.87540], [1.17197, -3.52248, 0.41514], [3.06059, 2.88023, 4.14978], [-1.24388, 0.41069, -3.62906], [-1.65557, 0.91726, -7.07677], [-1.03479, -2.17276, 0.70789], [1.25556, 1.35318, -6.53698], [0.57855, -1.93876, 2.37119], [-1.68979, -2.55170, -0.58516], [1.78924, 1.59052, -3.14878], [3.01445, 4.47574, 2.31751], [-0.46808, -0.97925, 2.64057], [0.70350, 2.69162, -3.32225], [1.13579, -1.45889, -7.03905], [2.74909, 3.43768, 1.41098], [-0.43928, 0.08095, 3.66795], [-0.63069, 3.46987, -6.27543], [0.09055, -0.20003, -3.65805], [-1.94148, 1.03957, -2.38585], [3.14842, 4.19434, 3.68428], [2.78388, 1.85039, 3.25228], [0.23643, -2.65748, 1.16794], [-1.46455, -1.13992, 1.62010], [1.86801, -1.99299, 3.05960], [-0.20716, 2.93455, -2.16325], [-1.37676, 2.34010, -1.86599], [1.99912, 1.40971, -2.06431], [3.22649, 2.65108, 5.20321], [-2.04947, 0.26540, -1.60900], [-1.99154, 2.80659, -1.07638], [2.67328, 3.63824, 0.33693], [1.93356, 2.15596, -6.19094], [1.84864, -2.92612, -0.21645], [1.78890, -4.08109, 1.12246], [0.09532, 2.38089, -4.20871], [-3.20828, -0.44363, 0.59343], [1.17566, -0.96956, -8.02653], [-0.00803, 1.02815, 3.31544], [-3.35440, -0.39884, 2.35681], [1.19192, 3.66274, -3.55152], [-1.42076, 1.18210, -4.44990], [3.41588, 0.02202, -7.49919], [1.71415, -1.70425, 4.09640], [0.06919, -1.26221, -3.39378], [-1.15592, -2.09358, -1.43783], [-1.56877, 3.80276, -5.79976], [2.61962, -1.32758, 2.61889], [2.19098, -0.47446, -3.76660], [2.71562, 0.82444, 3.61068], [-1.50955, 1.34084, -8.08023], [1.81722, -2.32644, -7.06304], [-2.99908, 1.24310, -2.65095], [3.13758, 5.50208, 1.95416], [-0.70598, 3.55510, -7.36915], [-2.35656, 0.79212, 1.52949], [2.26452, -3.01058, 3.01663], [0.17182, -0.24250, 4.51447], [4.12340, 0.58018, -5.95048], [-1.71092, -3.64353, -0.75451], [-1.45370, 0.30406, 4.01594], [0.23413, 4.04163, -5.89454], [-2.65281, 1.21047, -6.70821], [-1.92357, -0.44062, -3.86819], [3.33010, 5.00014, 4.38594], [2.74728, 1.98762, -3.52964], [1.36532, 1.27491, -7.63437], [-1.55251, -0.17891, -7.09456], [0.65285, -4.24288, -0.23611], [4.02125, -1.18417, -6.33539], [0.11014, -1.78222, -6.82220], [0.26461, 3.59565, -1.41686], [-2.73174, -2.19724, -0.61745]]
}


[2]
{
  "formula": "C29H47BBr2F3NO18",
  "method": "ωB97M-V/def2-TZVPD",
  "smiles": "Cc1ccc(C[C@@H](OC(=O)CC[C@](F)(Br)C(F)(F)Br)B(N)O)cc1.COC(=O)OC.COC(=O)OC.COC(=O)OC.COC(=O)OC.COC(=O)OC",
  "spin_multiplicity": 1,
  "e_homo_ha": -0.3076,
  "orbital_gap_ev": 8.38,
  "elements": ["Br", "Br", "F", "F", "F", "O", "O", "O", "O", "O", "O", "O", "O", "O", "O", "O", "O", "O", "O", "O", "O", "O", "O", "N", "C", "C", "C", "C", "C", "C", "C", "C", "C", "C", "C", "C", "C", "C", "C", "C", "C", "C", "C", "C", "C", "C", "C", "C", "C", "C", "C", "C", "C", "B", "H", "H", "H", "H", "H", "H", "H", "H", "H", "H", "H", "H", "H", "H", "H", "H", "H", "H", "H", "H", "H", "H", "H", "H", "H", "H", "H", "H", "H", "H", "H", "H", "H", "H", "H", "H", "H", "H", "H", "H", "H", "H", "H", "H", "H", "H", "H"],
  "positions_angstrom": [[-5.49494, 1.07028, 0.05640], [-4.36015, 3.96342, -1.57924], [-2.33877, 3.98294, 0.41706], [-4.46953, 4.05590, 1.21160], [-3.59796, 1.76006, 1.93893], [-0.43530, -0.08392, -2.90363], [2.17878, 5.71320, 9.14253], [-6.91468, -1.77607, -5.32441], [-3.26757, -5.17625, -4.46526], [-5.43472, -0.28566, -5.88295], [5.67568, -0.62079, -4.20671], [5.35384, -2.85231, -3.92279], [-5.50263, -0.99360, -3.72319], [2.12357, -1.47783, -0.25897], [-1.91309, 0.29343, 4.95325], [-2.93240, -7.30130, -4.15132], [3.03421, 4.93348, 7.18714], [-1.68064, -1.88219, 4.33994], [-0.67918, -1.00640, 6.18359], [-1.64881, -5.81712, -3.00451], [7.30929, -2.15818, -4.57106], [-1.44280, 1.95182, -3.21672], [4.33590, 5.51831, 8.95575], [0.47346, -2.69319, -1.83799], [-2.72256, 0.54171, -1.64266], [3.56059, 3.29511, 3.49327], [-4.35225, 0.57683, -5.53303], [-2.52609, -6.07184, -3.79280], [-2.49178, 1.04679, -0.12512], [-2.94240, -3.81637, -4.18077], [3.18533, 2.73067, 2.02130], [4.12822, 1.82153, 1.19883], [-0.11334, -2.28886, 6.44684], [8.18934, -1.09294, -4.92566], [-5.90945, -1.01617, -4.86137], [3.16905, 5.34600, 8.31288], [-7.51874, -2.61200, -4.33842], [-1.48269, 0.84338, -2.62037], [-2.75337, 0.49186, 3.81528], [4.00869, -2.57526, -3.54031], [5.48441, 5.16483, 8.18745], [-2.22591, -8.36098, -3.50912], [0.87136, 5.58146, 8.58697], [3.65696, 1.28975, -0.19305], [1.38282, 2.60332, 0.08460], [1.78040, 1.04744, -2.20230], [6.07239, -1.76032, -4.23114], [-1.44853, -0.95905, 5.08273], [-3.71964, 1.85590, 0.49036], [1.79814, 3.15769, 1.46275], [2.26821, 1.64680, -0.78232], [0.56804, 0.03527, -1.85186], [-3.64807, 3.45548, 0.18829], [1.09204, -1.43084, -1.29801], [-3.06783, 1.53220, 3.81224], [5.45874, 4.10601, 7.92054], [-2.36638, -8.31763, -2.42685], [1.69415, -0.99314, 0.49259], [8.32934, -0.41196, -4.08330], [-2.19712, 0.13341, 0.51707], [-0.89841, -3.02945, 6.61469], [-3.49791, -0.00208, -5.17480], [3.74706, 4.41710, 3.44249], [-3.60008, -3.18196, -4.77624], [1.13070, -3.47922, -1.72839], [1.08234, 3.84186, 2.04609], [0.66238, 4.53925, 8.33591], [0.48534, -2.20877, 7.35473], [0.75983, 6.22042, 7.70822], [-4.66699, 1.30584, -4.78272], [5.55622, 5.78717, 7.29279], [4.33947, 0.60504, -0.80921], [4.38565, 2.69464, 3.99825], [0.54016, -2.59741, 5.62785], [-3.64342, -0.13830, 3.87968], [3.98391, -1.95214, -2.64259], [-1.53814, 1.70018, -0.14804], [5.13762, 1.53916, 1.63572], [-8.31438, -3.17787, -4.82376], [-2.20504, 0.29328, 2.89392], [3.46586, -2.09672, -4.35865], [-3.11140, -3.59265, -3.12506], [-2.63630, -9.30341, -3.87305], [0.15447, 5.90505, 9.34216], [2.60910, 3.14428, 4.13045], [-7.95952, -2.01029, -3.54051], [-4.05119, 1.11532, -6.43190], [7.81191, -0.55551, -5.79836], [0.34719, 2.87976, -0.33505], [6.36574, 5.34395, 8.80413], [0.03018, 0.50876, -0.93847], [-0.31607, -2.88601, -1.18918], [-1.90917, -3.60036, -4.46153], [3.52266, -3.52489, -3.31391], [2.62863, 0.57224, -2.79579], [-1.16413, -8.32550, -3.76266], [-3.62998, 1.04378, -2.11845], [1.29201, 1.93804, -2.75213], [-2.84475, -0.59891, -1.62610], [-6.79046, -3.31791, -3.93290], [9.15531, -1.52989, -5.18059]]
}